(1)
{
  "formula": "C8H31O8",
  "method": "ωB97M-V with the def2-TZVPD basis set",
  "symbols": ["C", "O", "H", "H", "H", "C", "O", "H", "H", "H", "H", "C", "O", "H", "H", "H", "H", "C", "O", "H", "H", "H", "H", "C", "O", "H", "H", "H", "H", "C", "O", "H", "H", "H", "H", "C", "O", "H", "H", "H", "H", "C", "O", "H", "H", "H", "H"],
  "xyz": [[-11.768, 3.211, -2.819], [-11.729, 1.922, -3.316], [-11.760, 3.961, -3.611], [-12.631, 3.486, -2.212], [-10.904, 3.482, -2.213], [-12.229, 3.056, -6.731], [-12.834, 1.981, -6.013], [-12.468, 2.880, -7.780], [-12.608, 4.046, -6.476], [-11.156, 3.036, -6.540], [-12.524, 2.070, -5.109], [-14.949, 1.078, -1.976], [-14.348, 0.531, -3.153], [-15.979, 0.725, -2.020], [-14.461, 0.921, -1.014], [-14.976, 2.166, -2.036], [-13.543, 1.052, -3.203], [-10.010, 5.756, -5.498], [-11.158, 6.215, -6.149], [-9.431, 6.579, -5.080], [-10.257, 5.054, -4.701], [-9.352, 5.157, -6.129], [-11.580, 6.938, -5.679], [-14.942, 4.928, -4.152], [-15.861, 5.900, -3.861], [-13.910, 5.280, -4.164], [-14.843, 4.208, -3.339], [-15.322, 4.341, -4.988], [-16.404, 5.620, -3.120], [-10.942, 5.239, 0.930], [-11.596, 6.478, 0.887], [-9.860, 5.374, 0.916], [-11.182, 4.757, 1.877], [-11.212, 4.618, 0.075], [-12.523, 6.360, 0.665], [-14.666, 5.304, -0.095], [-14.313, 6.457, 0.664], [-15.366, 4.648, 0.423], [-15.059, 5.646, -1.053], [-13.793, 4.705, -0.355], [-15.100, 6.955, 0.897], [-8.323, 2.719, 0.058], [-8.122, 1.644, -0.850], [-7.450, 3.315, 0.324], [-9.072, 3.407, -0.333], [-8.642, 2.322, 1.022], [-7.778, 0.859, -0.418]],
  "forces_ev_per_angstrom": [[0.436, -1.164, -0.881], [-0.963, 0.650, 0.149], [-0.108, 0.650, -0.576], [-0.807, -0.022, 0.559], [0.642, 0.033, 0.535], [-0.410, -0.869, 0.234], [-0.311, 0.793, -1.078], [0.321, 0.075, -0.156], [-0.124, 0.067, 0.235], [0.221, 0.172, -0.316], [0.477, -0.432, 1.417], [-0.505, 0.186, -1.221], [-0.680, 0.193, 1.515], [-0.059, -0.046, 0.628], [0.193, -0.822, -0.001], [-0.165, 0.374, -0.230], [1.688, 0.208, -0.707], [0.458, -0.384, 1.093], [-0.412, 0.069, -1.070], [0.172, 0.048, 0.042], [-0.160, 0.121, 0.322], [-0.266, 0.361, -0.644], [0.234, -0.167, 0.250], [0.873, -2.276, 0.560], [-1.338, 2.028, 0.750], [-0.113, 0.385, -0.958], [-0.253, -0.310, 0.242], [0.848, 0.074, -0.476], [0.029, 0.038, -0.139], [-0.125, -0.116, 0.182], [0.610, 0.702, -0.168], [-0.001, 0.268, -0.096], [-0.018, -0.519, 0.013], [0.009, -0.270, 0.035], [-0.155, 0.109, 0.161], [-0.270, 0.154, -0.613], [0.139, -0.370, 0.230], [-0.121, 0.092, 0.036], [-0.324, -0.236, -0.104], [0.266, 0.247, 0.345], [0.021, -0.072, -0.090], [-0.129, -0.548, 0.654], [0.196, 0.619, -0.342], [0.558, -0.055, -0.526], [-0.043, -0.345, -0.154], [-0.494, 0.065, 0.109], [-0.038, 0.244, 0.249]],
  "mulliken_charge": [1.123, -1.024, -0.504, -0.486, -0.132, -0.438, -0.555, 0.313, 0.138, 0.158, 0.388, -0.326, -0.539, 0.317, 0.261, -0.120, 0.386, -0.452, -0.489, 0.344, 0.115, 0.239, 0.286, 0.034, -0.577, 0.128, -0.262, 0.330, 0.314, -0.168, -0.551, 0.242, 0.253, -0.118, 0.388, -0.128, -0.593, 0.318, 0.166, -0.079, 0.300, -0.245, -0.513, 0.287, -0.110, 0.294, 0.290],
  "total_charge": -1,
  "e_above_lowest_ev": 0.824,
  "e_lumo_ev": 2.37,
  "e_homo_ev": -3.52
}

=====

(2)
{
  "formula": "C24H26NO3S",
  "method": "ωB97M-V with the def2-TZVPD basis set",
  "symbols": ["C", "C", "C", "C", "C", "C", "C", "C", "O", "C", "C", "H", "H", "H", "H", "H", "H", "H", "H", "H", "H", "H", "H", "H", "C", "C", "C", "C", "C", "S", "N", "C", "C", "C", "C", "C", "C", "C", "O", "O", "C", "C", "H", "H", "H", "H", "H", "H", "H", "H", "H", "H", "H", "H", "H"],
  "xyz": [[0.922, 2.960, 5.577], [2.169, 2.944, 4.686], [2.363, 4.342, 4.105], [3.374, 2.609, 5.571], [1.980, 1.895, 3.575], [2.018, 2.222, 2.208], [1.668, 1.317, 1.232], [1.205, -0.020, 1.560], [0.698, -0.780, 0.684], [1.354, -0.381, 2.962], [1.725, 0.550, 3.910], [0.768, 1.994, 6.068], [1.029, 3.725, 6.353], [0.037, 3.204, 4.981], [3.282, 4.397, 3.515], [1.509, 4.624, 3.483], [2.441, 5.071, 4.917], [4.299, 2.615, 4.983], [3.472, 3.370, 6.355], [3.262, 1.635, 6.057], [2.324, 3.219, 1.889], [1.656, 1.592, 0.177], [1.094, -1.407, 3.239], [1.803, 0.224, 4.952], [-1.927, -0.472, -8.507], [-1.407, -0.770, -7.127], [-1.216, -2.093, -6.710], [-0.694, -2.382, -5.448], [-0.347, -1.341, -4.578], [0.572, -1.695, -3.064], [-0.578, -1.552, -1.787], [-0.374, -2.075, -0.612], [-1.571, -2.298, 0.224], [-1.461, -2.696, 1.566], [-2.613, -2.882, 2.337], [-3.885, -2.749, 1.767], [-3.997, -2.353, 0.426], [-2.841, -2.092, -0.327], [0.967, -3.082, -3.113], [1.550, -0.643, -2.935], [-0.576, -0.017, -4.966], [-1.099, 0.261, -6.229], [-2.001, 0.609, -8.658], [-1.253, -0.883, -9.267], [-2.915, -0.916, -8.684], [-1.473, -2.909, -7.390], [-0.543, -3.411, -5.136], [0.503, -2.692, -0.359], [-0.465, -2.814, 1.989], [-2.526, -3.134, 3.396], [-4.780, -2.943, 2.364], [-4.981, -2.238, -0.029], [-2.916, -1.744, -1.363], [-0.336, 0.793, -4.283], [-1.267, 1.297, -6.532]],
  "forces_ev_per_angstrom": [[-0.133, 0.181, 0.003], [0.048, -0.475, -0.254], [-0.008, 0.029, 0.131], [0.150, 0.173, 0.038], [0.329, -0.030, 0.193], [-0.082, -0.015, 0.353], [-0.388, -0.972, -0.016], [0.375, 1.129, 0.985], [0.299, -0.248, -0.030], [-0.208, -0.030, -1.065], [-0.055, 0.433, -0.084], [-0.030, 0.113, -0.124], [-0.026, -0.011, 0.069], [0.052, -0.126, 0.088], [-0.113, 0.039, -0.036], [0.135, 0.004, -0.023], [0.019, 0.009, 0.017], [-0.103, -0.110, 0.063], [0.042, -0.074, 0.038], [0.050, 0.093, -0.132], [-0.158, -0.159, 0.110], [0.039, -0.046, 0.220], [0.150, 0.269, 0.009], [-0.123, 0.146, -0.195], [0.002, 0.042, -0.133], [0.080, -0.122, 0.472], [0.038, 0.141, 0.189], [0.039, 0.231, 0.111], [-0.264, 0.017, -0.179], [-0.737, 0.249, 2.577], [0.548, -0.019, -0.936], [0.227, -1.018, -2.012], [-0.568, 0.521, 0.727], [-0.337, 0.101, -0.276], [0.048, -0.149, -0.101], [0.264, 0.189, -0.373], [0.417, -0.001, 0.191], [-0.412, -0.213, 0.152], [0.225, 0.082, -0.529], [-0.253, -0.401, -0.439], [0.037, -0.182, 0.062], [-0.042, -0.244, -0.020], [-0.023, -0.157, -0.064], [-0.090, 0.109, 0.092], [0.161, 0.087, 0.120], [0.093, 0.189, 0.208], [0.073, 0.160, -0.017], [-0.328, 0.488, -0.233], [-0.239, 0.107, -0.032], [0.033, 0.001, -0.346], [0.289, 0.100, -0.178], [0.259, 0.006, 0.113], [0.061, -0.209, 0.460], [0.066, -0.152, -0.091], [0.073, -0.272, 0.127]],
  "mulliken_charge": [-1.625, 2.245, -2.194, -1.650, 0.109, 0.148, -1.121, -0.135, -0.456, -0.729, -0.214, 0.333, 0.429, 0.368, 0.406, 0.438, 0.443, 0.370, 0.427, 0.314, 0.276, 0.407, 0.266, 0.225, -1.332, 0.939, -0.581, -0.315, -0.039, 1.382, -0.434, 0.009, 0.602, -0.231, -0.607, -0.373, -0.493, -0.379, -0.717, -0.662, -0.453, -0.720, 0.333, 0.312, 0.313, 0.336, 0.426, 0.244, 0.286, 0.341, 0.352, 0.347, 0.383, 0.403, 0.250],
  "total_charge": -1,
  "e_above_lowest_ev": 0.000,
  "e_lumo_ev": 2.47,
  "e_homo_ev": -3.23
}

=====

(3)
{
  "formula": "C13H16BrCl3N7OSSiTl",
  "method": "ωB97M-V with the def2-TZVPD basis set",
  "symbols": ["Tl", "N", "C", "C", "N", "C", "C", "N", "C", "C", "N", "H", "H", "H", "H", "H", "H", "C", "C", "C", "C", "C", "Br", "N", "C", "H", "H", "H", "H", "H", "H", "O", "N", "C", "N", "S", "H", "H", "H", "H", "Cl", "Si", "Cl", "Cl"],
  "xyz": [[1.022, 0.135, -1.313], [-2.170, -2.953, -1.984], [-2.000, -2.882, -3.371], [-1.134, -1.859, -3.601], [-0.705, -1.300, -2.428], [-1.338, -1.991, -1.445], [-1.016, -1.791, -0.118], [-0.082, -0.843, 0.244], [0.157, -1.034, 1.587], [-0.600, -2.051, 2.052], [-1.403, -2.519, 1.000], [-2.485, -3.775, -1.468], [-2.536, -3.522, -4.048], [-0.791, -1.484, -4.553], [0.853, -0.410, 2.122], [-0.674, -2.455, 3.046], [-1.671, -3.520, 0.916], [-0.878, 4.617, 2.512], [0.370, 3.852, 2.189], [1.640, 4.331, 2.481], [2.762, 3.595, 2.137], [2.553, 2.388, 1.493], [4.043, 1.307, 1.026], [1.370, 1.911, 1.190], [0.299, 2.624, 1.537], [-0.641, 5.546, 3.034], [-1.549, 4.027, 3.139], [-1.419, 4.852, 1.595], [1.756, 5.290, 2.974], [3.763, 3.939, 2.353], [-0.663, 2.197, 1.274], [2.173, 1.205, -2.397], [0.553, -4.265, -1.867], [1.442, -3.811, -0.954], [1.324, -4.332, 0.285], [2.649, -2.701, -1.342], [-0.331, -4.604, -1.478], [0.436, -3.627, -2.642], [0.411, -4.721, 0.550], [1.797, -3.808, 1.003], [-2.327, 3.410, -3.523], [-1.359, 2.914, -1.635], [-3.141, 3.228, -0.322], [-0.459, 4.889, -1.249]],
  "forces_ev_per_angstrom": [[0.013, -0.129, 0.054], [-0.143, 0.084, 0.014], [-0.007, -0.058, -0.040], [0.043, -0.007, -0.052], [-0.032, 0.044, -0.023], [-0.042, 0.054, 0.098], [-0.002, -0.019, 0.020], [-0.128, 0.174, -0.130], [0.111, -0.125, 0.115], [0.040, 0.028, 0.040], [-0.062, 0.188, -0.065], [0.022, -0.005, 0.031], [-0.014, 0.004, 0.001], [-0.026, 0.014, -0.001], [-0.019, -0.010, -0.008], [-0.033, 0.012, 0.009], [0.075, -0.122, -0.058], [-0.013, -0.005, -0.004], [0.002, -0.071, -0.049], [-0.010, 0.019, -0.006], [0.012, -0.011, -0.015], [0.030, 0.052, -0.010], [0.032, -0.017, -0.013], [-0.059, -0.054, 0.076], [0.047, 0.065, -0.001], [-0.016, -0.009, -0.007], [0.000, 0.001, 0.009], [-0.007, 0.020, -0.034], [-0.011, 0.001, 0.000], [-0.002, 0.000, -0.007], [-0.023, -0.020, -0.036], [0.062, 0.036, -0.031], [0.106, 0.031, 0.041], [0.112, 0.219, -0.056], [-0.045, -0.150, 0.233], [-0.072, -0.054, 0.041], [-0.010, -0.150, -0.015], [0.023, -0.053, -0.172], [0.015, 0.021, -0.047], [0.025, -0.006, -0.018], [-0.028, 0.021, -0.039], [-0.009, -0.067, 0.090], [0.030, 0.007, 0.035], [0.014, 0.047, 0.031]],
  "mulliken_charge": [0.586, -0.012, -0.414, -0.797, -0.174, -0.425, -0.562, 0.373, -0.151, -1.277, 0.205, 0.754, 0.363, 0.400, 0.392, 0.229, 0.484, -1.208, 0.316, -0.402, -0.468, -0.190, -0.132, 0.124, -0.449, 0.363, 0.297, 0.221, 0.314, 0.397, 0.755, -0.866, -0.477, -0.098, -0.599, -0.336, 0.430, 0.189, 0.507, 0.227, -0.426, 0.379, -0.437, -0.403],
  "total_charge": -2,
  "e_above_lowest_ev": 0.900,
  "e_lumo_ev": [4.19, 4.22],
  "e_homo_ev": [0.27, 1.43]
}

=====

Which strongest force on any atom belongs to each record? In order, 2.54; 2.69; 0.28 eV Å⁻¹.